Molecular formula: C37H54F3O21S
Method: DFT, wB97M-V/def2-TZVPD

Geometry as XYZ:
```
116
Properties=species:S:1:pos:R:3:forces:R:3:mulliken_charge:R:1
C 1.7779 0.6095 0.0802 -1.483 -0.640 0.132 -0.10
F 1.7347 1.2957 -1.0753 0.248 0.167 -0.253 0.02
F 2.8841 -0.1296 0.0972 0.203 0.253 0.076 -0.19
F 1.8303 1.5255 1.0644 0.249 -0.086 0.142 -0.27
S 0.2367 -0.4881 0.1618 1.037 -0.164 -0.357 -0.40
O 0.4393 -1.2474 -1.0599 -0.102 -0.262 0.466 -0.05
O 0.4110 -1.2046 1.4204 -0.275 0.514 -0.814 -0.29
O -0.8660 0.4429 0.0513 -0.023 0.267 0.709 0.26
O 3.4890 -2.4684 -4.4497 0.099 -0.194 0.049 -0.59
C 3.2776 -1.3030 -4.2999 -0.604 -0.263 0.077 0.24
O 4.1273 -0.3607 -4.7694 0.352 0.016 0.027 -0.37
C 3.6181 0.9391 -4.5179 -0.888 0.832 0.039 -0.32
C 2.1101 0.7421 -4.2968 0.274 -0.495 0.024 0.00
C 2.0902 -0.6322 -3.6142 0.572 0.464 -0.299 0.79
H 3.8412 1.5902 -5.3623 0.067 -0.195 -0.116 0.37
H 4.0524 1.4149 -3.6347 0.296 -0.372 0.087 0.06
H 1.5969 0.6107 -5.2518 0.006 0.339 -0.075 0.37
H 1.6651 1.5586 -3.7357 -0.069 -0.033 0.059 -0.32
H 1.1541 -1.1710 -3.7084 0.108 -0.214 -0.042 0.37
H 2.3464 -0.5791 -2.5579 -0.106 0.068 0.101 -0.61
O 6.6103 2.4662 -1.6965 0.108 0.280 -0.357 -0.59
C 5.6702 2.8919 -1.0978 0.083 -1.064 -0.177 0.47
O 4.6056 3.4779 -1.7129 -0.010 0.362 0.041 -0.43
C 3.6539 3.8807 -0.7175 -0.654 1.174 0.029 0.96
C 4.4258 3.9219 0.5779 -0.605 -1.520 1.040 -0.61
C 5.3936 2.7475 0.3733 0.394 1.340 0.012 -0.18
H 2.7683 3.2509 -0.7702 0.337 -0.378 0.241 -0.75
H 3.2803 4.8997 -0.8669 0.229 -0.082 -0.790 0.26
H 3.8016 3.7226 1.4520 -0.162 0.245 -0.113 0.29
H 4.8798 4.9020 0.7063 0.421 -0.177 -0.048 0.36
H 4.9471 1.7656 0.5302 -0.177 0.076 0.127 -0.08
H 6.3143 2.8336 0.9437 0.032 -0.182 -0.033 0.37
O 0.6598 0.2798 5.1684 0.112 -0.164 -0.018 -0.52
C -0.3509 0.7845 4.7898 0.017 0.665 0.450 0.34
O -1.0834 1.5954 5.6300 0.286 -0.101 0.073 -0.45
C -2.3106 1.9678 5.0155 -0.272 0.327 -0.432 -0.57
C -2.0642 1.8583 3.5101 -0.397 -0.891 -0.036 0.73
C -0.9990 0.7617 3.4417 -0.120 0.325 -0.788 1.30
H -2.6002 2.9853 5.2809 0.260 -0.063 0.353 0.38
H -3.0809 1.2836 5.3805 -0.081 0.007 -0.224 0.26
H -1.6842 2.7703 3.0512 0.025 0.159 0.335 -0.09
H -2.9732 1.5814 2.9749 0.015 0.000 -0.004 -0.56
H -0.2891 1.0006 2.6538 0.275 -0.242 0.201 -0.84
H -1.3616 -0.2371 3.1969 -0.154 0.031 0.130 -0.11
O -4.0069 -0.0159 -3.0532 0.035 0.435 0.324 -0.59
C -3.2688 0.8701 -3.3854 0.774 -0.847 -0.339 0.25
O -3.5583 1.6691 -4.4276 -0.342 -0.143 -0.350 -0.42
C -2.4998 2.5812 -4.6826 0.289 1.031 0.126 -0.60
C -1.2583 2.0063 -4.0014 -0.183 -0.112 0.123 -0.25
C -1.8523 1.2036 -2.8466 -1.384 -0.005 -0.851 1.60
H -2.7977 3.5442 -4.2529 0.223 -0.192 -0.006 0.22
H -2.3690 2.7571 -5.7501 -0.174 -0.417 -0.067 0.38
H -0.5572 2.7876 -3.7159 -0.082 -0.036 -0.076 0.24
H -0.7255 1.3055 -4.6437 -0.051 0.107 -0.212 0.24
H -2.0915 1.7894 -1.9576 0.664 -0.169 0.287 -0.88
H -1.3381 0.2624 -2.6860 0.053 0.138 0.701 -0.10
O 3.4198 -5.6937 4.3668 -0.005 -0.236 -0.094 -0.63
C 2.9470 -4.6363 4.0747 -0.066 0.100 0.447 0.51
O 3.7163 -3.6305 3.5952 0.300 0.308 -0.030 -0.46
C 2.9418 -2.4377 3.3883 -0.664 -0.125 -0.655 0.55
C 1.6748 -2.6223 4.2264 0.686 -0.343 0.434 0.37
C 1.5328 -4.1384 4.2827 -0.341 -0.143 -0.326 -0.26
H 2.7248 -2.3790 2.3206 -0.086 0.106 0.064 -0.61
H 3.4972 -1.5445 3.6643 0.272 -0.200 0.167 0.38
H 0.8171 -2.0914 3.8318 0.034 0.119 0.079 -0.48
H 1.9501 -2.2900 5.2291 -0.478 0.319 0.020 0.42
H 0.8837 -4.5312 3.4958 0.252 -0.022 -0.131 -0.06
H 1.1388 -4.5405 5.2141 0.110 0.109 0.096 0.40
O -5.4461 -1.0918 2.6523 -0.155 0.302 0.280 -0.63
C -5.2860 -0.1547 1.9221 -0.149 -0.488 -0.041 0.31
O -4.2038 -0.0875 1.1254 0.347 0.101 -0.343 -0.15
C -4.2793 1.0451 0.2399 0.196 0.526 0.408 0.71
C -5.2886 1.9563 0.9007 -0.456 1.215 -0.618 -0.62
C -6.2269 1.0066 1.5959 0.789 -0.705 0.120 -0.60
H -4.5939 0.7548 -0.7622 0.136 -0.342 0.076 0.10
H -3.3084 1.5378 0.2158 0.132 -0.425 -0.199 -0.55
H -5.7722 2.6009 0.1613 -0.079 -0.166 -0.007 0.52
H -4.8145 2.6625 1.5879 0.071 -0.295 0.233 0.21
H -6.8967 0.5147 0.8838 -0.451 0.432 0.159 0.31
H -6.7113 1.4118 2.4768 -0.299 -0.235 -0.057 0.34
O 1.5987 -5.8105 1.4907 0.000 0.386 -0.342 -0.61
C 1.6428 -5.2151 0.4393 0.781 -0.608 1.213 0.31
O 1.0051 -5.6722 -0.6356 -0.510 -0.123 -0.233 -0.36
C 1.0213 -4.6628 -1.6533 -0.318 -0.239 -0.328 -0.31
C 2.2507 -3.8535 -1.3908 1.083 0.343 -0.163 0.32
C 2.3915 -3.9238 0.1383 -1.446 -0.120 -1.079 0.98
H 0.1388 -4.0255 -1.5267 -0.040 -0.156 -0.107 -0.12
H 0.9903 -5.1600 -2.6212 -0.034 0.045 0.056 0.42
H 2.0887 -2.8816 -1.8521 0.296 0.206 0.439 -0.77
H 3.1704 -4.2713 -1.8096 -0.296 -0.190 -0.341 0.48
H 1.7337 -3.1602 0.5610 0.507 0.320 0.396 -1.11
H 3.4163 -3.9438 0.4872 -0.117 0.181 0.381 0.74
O -2.1555 5.1543 -2.8925 -0.263 0.222 0.166 -0.62
C -1.6650 4.7243 -1.8896 0.308 -0.214 -0.413 0.11
O -2.3949 4.2399 -0.8565 -0.041 0.325 0.113 -0.35
C -1.5307 3.8060 0.1949 0.733 -2.015 0.468 0.83
C -0.1287 4.3083 -0.1303 0.524 0.686 1.113 -0.40
C -0.1932 4.5064 -1.6248 -0.207 -0.361 -0.124 1.12
H -1.4527 2.7075 0.2407 -0.444 0.077 -0.580 -0.69
H -1.9165 4.0292 1.1885 -0.150 0.842 -0.263 0.36
H 0.6699 3.6142 0.1299 -0.337 -0.275 0.139 -0.05
H 0.0474 5.1734 0.5187 0.177 0.431 -0.705 0.26
H 0.0292 3.5325 -2.0797 -0.051 0.061 0.084 -1.11
H 0.4472 5.2056 -2.1539 -0.082 0.353 0.354 0.52
O -2.7196 -6.2006 -1.2091 -0.016 -0.265 -0.343 -0.64
C -2.6289 -5.1913 -0.5812 0.032 0.123 0.194 0.43
O -2.9756 -3.9752 -1.1026 0.358 -0.366 0.280 -0.36
C -2.9117 -2.9923 -0.0444 -0.231 0.061 -0.403 0.15
C -1.9462 -3.5503 0.9519 0.189 0.223 1.339 0.85
C -2.1936 -5.0415 0.8819 -0.126 0.321 -0.836 -0.48
H -3.9175 -2.9421 0.3823 0.069 0.313 0.010 0.13
H -2.5981 -2.0269 -0.4370 -0.208 -0.069 -0.224 -0.12
H -2.1637 -3.1108 1.9284 0.127 -0.095 0.056 0.31
H -0.9022 -3.3161 0.7414 -0.082 0.048 -0.265 -0.83
H -3.0612 -5.3619 1.4632 0.153 -0.028 0.215 0.38
H -1.3093 -5.6307 1.1092 -0.182 -0.272 -0.050 0.17
```
Positions in Å, forces in eV/Å.

Calculated values
E_HOMO: -0.2806 hartree
energy relative to the best compared isomer or geometry (same formula, charge and spin): 0.0 kcal/mol
net charge: -1